Run a
# C4H7NO

C4H7NO in the gas phase (ωB97M-V/def2-TZVPD, the OMol25 dataset).

The calculation puts the LUMO energy at 0.4 eV. For the gap between HOMO and LUMO, the calculation gives 0.3381 Eh. The calculation puts the HOMO energy at -8.846 eV.

```
! wB97M-V def2-TZVPD RIJCOSX def2/J DEFGRID3
* xyz 0 1
O 1.8191 0.6875 0.4748
C 0.9188 0.2205 -0.4814
C 0.3220 -1.2082 -0.3851
C -1.1104 -0.6832 -0.6541
N -1.0165 0.5187 0.9835
C -0.5312 0.6945 -0.4199
H 1.3295 0.7047 1.3112
H 1.3644 0.3978 -1.4651
H 0.4915 -1.7258 0.5673
H 0.5923 -1.9033 -1.1875
H -1.4390 -0.4364 1.0493
H -1.8404 1.1111 1.0703
H -0.9002 1.6220 -0.8633
*
```

=====

Run b
# C4H7NO

C4H7NO in the gas phase (ωB97M-V/def2-TZVPD, the OMol25 dataset).

The calculation puts the LUMO energy at 1.0 eV. Its SMILES is CN1CC(=O)C1. For the gap between HOMO and LUMO, the calculation gives 0.3741 Eh. The calculation puts the HOMO energy at -9.217 eV.

```
! wB97M-V def2-TZVPD RIJCOSX def2/J DEFGRID3
* xyz 0 1
C -1.5923 -0.1828 -0.0966
N -0.2734 0.0609 -0.6456
C 0.4789 1.1512 0.0147
C 1.5489 0.1336 0.4037
O 2.5677 0.1667 1.0334
C 0.7361 -0.9601 -0.2866
H -2.0267 -1.0680 -0.5717
H -1.5822 -0.3480 0.9995
H -2.2471 0.6693 -0.3049
H 0.8109 1.9415 -0.6692
H -0.0276 1.6092 0.8766
H 0.3803 -1.7464 0.3954
H 1.2263 -1.4271 -1.1488
*
```

=====

Run c
# C4H7NO

2 unconnected molecules or ions with the total composition C4H7NO (ωB97M-V/def2-TZVPD, the OMol25 dataset).

The calculation puts the LUMO energy at 0.6 eV. For the gap between HOMO and LUMO, the calculation gives 0.3374 Eh. The calculation puts the HOMO energy at -8.567 eV.

```
! wB97M-V def2-TZVPD RIJCOSX def2/J DEFGRID3
* xyz 0 1
C 0.0826 -1.0597 -1.4074
C -0.3779 -0.0488 -0.4051
C -0.3034 -0.2986 0.9015
O -0.1776 -1.5872 1.3265
C 1.0918 2.2357 -0.3329
N 0.3726 2.5887 0.5390
H 0.2461 -0.5849 -2.3786
H 1.0424 -1.4693 -1.0716
H -0.6168 -1.8895 -1.5210
H -0.7428 0.8992 -0.7700
H -0.3827 2.3709 1.1639
H -0.2504 0.4533 1.6884
H 0.0160 -1.6096 2.2672
*
```

=====

Run d
# C4H7NO

C4H7NO in the gas phase (ωB97M-V/def2-TZVPD, the OMol25 dataset).

The calculation puts the LUMO energy at 1.0 eV. Its SMILES is C[C@@]1(C=O)CN1. For the gap between HOMO and LUMO, the calculation gives 0.3882 Eh. The calculation puts the HOMO energy at -9.582 eV.

```
! wB97M-V def2-TZVPD RIJCOSX def2/J DEFGRID3
* xyz 0 1
C -0.8408 1.1532 -0.7299
C -0.0198 0.3564 0.3017
C 0.9027 -0.7590 -0.3349
N 1.3933 0.5232 0.1056
C -0.5568 -0.7669 1.1379
O -0.0600 -1.4039 2.0495
H -0.9205 2.2308 -0.5121
H -0.3683 1.0957 -1.7264
H -1.8610 0.7706 -0.8022
H 1.3859 -1.6118 0.1565
H 0.6336 -0.9340 -1.3606
H 1.8628 0.3709 0.9902
H -1.5510 -1.0252 0.7245
*
```

=====

Question: which arrangement is favored energetically? Ranking from most to least stable: run b, run d, run c, run a.

=====

Run a
# C4H7NO

A molecular structure, C4H7NO (ωB97M-V/def2-TZVPD, the OMol25 dataset).

The calculation puts the LUMO energy at 0.0 eV. For the gap between HOMO and LUMO, the calculation gives 0.3461 Eh. The calculation puts the HOMO energy at -9.416 eV.

```
! wB97M-V def2-TZVPD RIJCOSX def2/J DEFGRID3
* xyz 0 1
C 2.2544 0.2470 -0.2318
C 0.8021 0.3233 0.1591
O 0.3902 0.8173 1.3076
N -0.0777 -0.0505 -0.6994
C -2.0559 -0.9065 0.1761
C -1.4301 0.2061 -0.2628
H 2.6823 1.2533 -0.2712
H 2.8400 -0.3446 0.4747
H 2.3299 -0.2034 -1.2270
H -1.4625 -1.6446 0.7145
H -3.0550 -1.1934 -0.1314
H -0.8072 0.7932 0.9757
H -1.9724 1.0128 -0.7627
*
```

=====

Run b
# C4H7NO

C4H7NO in the gas phase (ωB97M-V/def2-TZVPD, the OMol25 dataset).

The calculation puts the LUMO energy at 1.0 eV. Its SMILES is O[C@H]1C[C@H]2N[C@@H]12. For the gap between HOMO and LUMO, the calculation gives 0.3785 Eh. The calculation puts the HOMO energy at -9.253 eV.

```
! wB97M-V def2-TZVPD RIJCOSX def2/J DEFGRID3
* xyz 0 1
O 0.5553 -0.1047 2.0557
C -0.1300 -0.5043 0.9126
C -1.0475 0.5210 0.1861
C -0.3306 0.1290 -1.0732
N 1.0506 0.5898 -0.8653
C 0.6614 -0.7542 -0.3857
H 1.1306 0.6172 1.7668
H -0.7180 -1.3907 1.1710
H -0.8519 1.5545 0.4951
H -2.1121 0.3028 0.1906
H -0.7418 0.0474 -2.0752
H 1.2898 0.6643 -1.8484
H 1.2444 -1.6721 -0.5303
*
```

=====

Run c
# C4H7NO

2 unconnected molecules or ions with the total composition C4H7NO (ωB97M-V/def2-TZVPD, the OMol25 dataset).

The calculation puts the LUMO energy at 0.8 eV. For the gap between HOMO and LUMO, the calculation gives 0.3453 Eh. The calculation puts the HOMO energy at -8.584 eV.

```
! wB97M-V def2-TZVPD RIJCOSX def2/J DEFGRID3
* xyz 0 1
C 1.9577 1.1899 -0.1027
C -0.3893 -1.6837 -0.0056
C 1.5888 -0.0494 0.2010
C 0.2748 -0.5634 0.0483
N -2.2084 0.4123 -0.0283
O -0.9517 0.9097 -0.1048
H 2.9723 1.5280 0.0308
H 1.2367 1.8934 -0.4823
H -1.4654 -1.6240 -0.1044
H 0.0759 -2.6511 0.0240
H 2.2994 -0.7691 0.6076
H -2.6726 0.7802 0.7983
H -2.7181 0.6271 -0.8820
*
```

=====

Question: which arrangement is favored energetically? Ranking from most to least stable: run b, run a, run c.

=====

Run a
# C4H7NO

C4H7NO in the gas phase (ωB97M-V/def2-TZVPD, the OMol25 dataset).

The calculation puts the LUMO energy at 1.0 eV. Its SMILES is CO/C=C1/CN1. For the gap between HOMO and LUMO, the calculation gives 0.3355 Eh. The calculation puts the HOMO energy at -8.143 eV.

```
! wB97M-V def2-TZVPD RIJCOSX def2/J DEFGRID3
* xyz 0 1
C 1.1967 -1.4724 -0.3631
C -0.3856 0.4738 0.3518
C -0.6128 1.8806 0.3366
N -0.0956 1.1564 -0.8648
C -0.7271 -0.7405 0.7351
O -0.1276 -1.8134 0.1623
H 1.4441 -2.3482 -0.9449
H 1.2826 -0.5796 -1.0098
H 1.8989 -1.3261 0.4716
H -1.6371 2.2218 0.4003
H 0.1489 2.5437 0.7382
H -0.8777 0.9290 -1.4865
H -1.5075 -0.9252 1.4732
*
```

=====

Run b
# C4H7NO

C4H7NO in the gas phase (ωB97M-V/def2-TZVPD, the OMol25 dataset).

The calculation puts the LUMO energy at 0.8 eV. Its SMILES is N#CCCCO. For the gap between HOMO and LUMO, the calculation gives 0.4248 Eh. The calculation puts the HOMO energy at -10.756 eV.

```
! wB97M-V def2-TZVPD RIJCOSX def2/J DEFGRID3
* xyz 0 1
O 1.5487 0.4350 0.9175
C 1.2195 0.2014 -0.4392
C 0.0533 -0.7831 -0.5873
C -1.0830 -0.5084 0.4076
C -1.5161 0.8932 0.3957
N -1.8128 2.0119 0.3933
H 1.1175 1.2522 1.1901
H 2.1060 -0.2171 -0.9273
H 0.9755 1.1428 -0.9489
H 0.3988 -1.8065 -0.4057
H -0.3214 -0.7411 -1.6169
H -0.7384 -0.7341 1.4216
H -1.9475 -1.1463 0.1995
*
```

=====

Run c
# C4H7NO

C4H7NO in the gas phase (ωB97M-V/def2-TZVPD, the OMol25 dataset).

The calculation puts the LUMO energy at 1.0 eV. Its SMILES is NC(=O)C1CC1. For the gap between HOMO and LUMO, the calculation gives 0.3993 Eh. The calculation puts the HOMO energy at -9.874 eV.

```
! wB97M-V def2-TZVPD RIJCOSX def2/J DEFGRID3
* xyz 0 1
N 2.2108 -0.2716 0.0387
C 1.0429 0.4369 -0.0659
O 1.0164 1.5811 -0.4867
C -0.1991 -0.2721 0.4117
C -1.3277 -0.4775 -0.5870
C -1.4318 0.5854 0.4515
H 2.2238 -1.2769 0.1014
H 3.0233 0.1816 -0.3546
H -0.0578 -1.0119 1.1939
H -1.1423 -0.1722 -1.6128
H -1.9630 -1.3556 -0.4892
H -2.1273 0.4448 1.2719
H -1.2680 1.6081 0.1272
*
```

=====

Question: which arrangement is favored energetically? Ranking from most to least stable: run c, run b, run a.

=====

Run a
# C4H7NO

C4H7NO in the gas phase (ωB97M-V/def2-TZVPD, the OMol25 dataset).

The calculation puts the LUMO energy (spin up / spin down) at -1.4 / -1.0 eV. For the gap between HOMO and LUMO (spin up / spin down), the calculation gives 0.2642 / 0.2922 Eh. The calculation puts the HOMO energy (spin up / spin down) at -8.576 / -8.975 eV.

```
! wB97M-V def2-TZVPD RIJCOSX def2/J DEFGRID3
* xyz 0 1
C -1.7238 -0.0720 -0.3828
C -0.4890 -0.4210 0.4168
N 0.3909 -1.3493 -0.0146
C 1.8460 0.3939 -0.3870
C 0.7426 0.8756 0.3432
O 0.5728 1.7751 1.1139
H -2.4588 -0.8842 -0.3365
H -1.4903 0.1322 -1.4297
H -2.1784 0.8194 0.0627
H -0.6625 -0.3821 1.4995
H 0.8948 -1.7740 0.7629
H 1.6523 -0.1605 -1.2919
H 2.7707 0.9755 -0.3337
*
```

=====

Run b
# C4H7NO

C4H7NO in the gas phase (ωB97M-V/def2-TZVPD, the OMol25 dataset).

The calculation puts the LUMO energy (spin up / spin down) at 0.8 / 0.8 eV. For the gap between HOMO and LUMO (spin up / spin down), the calculation gives 0.3127 / 0.3126 Eh. The calculation puts the HOMO energy (spin up / spin down) at -7.744 / -7.743 eV.

```
! wB97M-V def2-TZVPD RIJCOSX def2/J DEFGRID3
* xyz 0 1
C 0.5062 0.3123 -0.8565
C -0.1941 -0.6568 -0.3772
C 0.5517 1.6098 0.0091
C -1.0024 -1.8412 -0.2681
N 0.5033 1.1997 1.4114
O -0.4921 0.2757 1.4142
H 1.1316 0.3020 -1.7885
H 1.5142 2.1798 -0.2166
H -0.3385 2.1581 -0.4025
H -0.2749 -2.7429 -0.4215
H -1.7897 -1.8518 -1.1732
H -1.5048 -1.9864 0.6792
H 1.3894 1.0418 1.9903
*
```

=====

Question: which arrangement is favored energetically? Ranking from most to least stable: run a, run b.

=====

Run a
# C4H7NO

C4H7NO in the gas phase (ωB97M-V/def2-TZVPD, the OMol25 dataset).

The calculation puts the LUMO energy at 1.2 eV. Its SMILES is C1N[C@H]1[C@H]1CO1. For the gap between HOMO and LUMO, the calculation gives 0.3967 Eh. The calculation puts the HOMO energy at -9.617 eV.

```
! wB97M-V def2-TZVPD RIJCOSX def2/J DEFGRID3
* xyz 0 1
C 1.3260 0.4217 -1.0095
N 1.5926 -0.0304 0.4190
C 0.5106 -0.5974 -0.3604
C -0.9400 -0.3095 -0.1357
C -1.5235 -0.1757 1.1979
O -1.1988 0.9691 0.4160
H 0.7697 1.3626 -1.1020
H 2.1476 0.2401 -1.6757
H 1.6335 0.9733 0.5451
H 0.7374 -1.6010 -0.7205
H -1.5785 -0.5759 -0.9813
H -2.5909 -0.3405 1.3411
H -0.8859 -0.3365 2.0660
*
```

=====

Run b
# C4H7NO

C4H7NO in the gas phase (ωB97M-V/def2-TZVPD, the OMol25 dataset).

The calculation puts the LUMO energy at 0.9 eV. Its SMILES is C[C@H]1N[C@H]1C=O. For the gap between HOMO and LUMO, the calculation gives 0.3950 Eh. The calculation puts the HOMO energy at -9.807 eV.

```
! wB97M-V def2-TZVPD RIJCOSX def2/J DEFGRID3
* xyz 0 1
C 1.2186 1.0330 -0.2526
C 0.1929 0.0887 -0.8237
N 0.2521 -1.3194 -0.4916
C -0.8837 -0.5383 -0.0050
C -1.0232 -0.3519 1.4624
O -2.0821 0.0335 1.9014
H 1.5570 0.6932 0.7301
H 0.7891 2.0360 -0.1492
H 2.0905 1.1003 -0.9104
H -0.1256 0.3249 -1.8402
H 0.0585 -1.9265 -1.2849
H -1.8906 -0.5592 -0.4086
H -0.1582 -0.5927 2.1167
*
```

=====

Question: which arrangement is favored energetically? Ranking from most to least stable: run b, run a.

=====

Run a
# C4H7NO

C4H7NO in the gas phase (ωB97M-V/def2-TZVPD, the OMol25 dataset).

The calculation puts the LUMO energy at 0.9 eV. For the gap between HOMO and LUMO, the calculation gives 0.3484 Eh. The calculation puts the HOMO energy at -8.535 eV.

```
! wB97M-V def2-TZVPD RIJCOSX def2/J DEFGRID3
* xyz 0 1
C 1.2950 0.2910 -0.4136
C 0.4842 -0.1690 0.7660
C -0.9015 -0.4852 0.1939
O -1.8100 -0.5246 1.2670
C -1.1756 0.5360 -0.9219
N 0.0515 0.8725 -1.2589
H 0.4647 1.5377 -1.8790
H 2.0860 1.0325 -0.1471
H 1.8218 -0.5188 -0.9542
H 0.3731 0.6573 1.4759
H 0.8670 -1.0430 1.2826
H -0.8702 -1.4625 -0.3274
H -2.6862 -0.7240 0.9165
*
```

=====

Run b
# C4H7NO

C4H7NO in the gas phase (ωB97M-V/def2-TZVPD, the OMol25 dataset).

The calculation puts the LUMO energy (spin up / spin down) at 0.5 / 0.5 eV. For the gap between HOMO and LUMO (spin up / spin down), the calculation gives 0.2797 / 0.2800 Eh. The calculation puts the HOMO energy (spin up / spin down) at -7.159 / -7.164 eV.

```
! wB97M-V def2-TZVPD RIJCOSX def2/J DEFGRID3
* xyz 0 1
C -1.6286 0.4033 -0.1960
N -0.3228 -0.2631 -0.2109
C -0.2522 -1.5622 -0.1049
C 1.9124 0.6413 0.3361
C 0.7444 0.5819 -0.5306
O 0.9264 1.6859 0.3459
H -1.6267 1.1146 0.6332
H -1.7601 0.9437 -1.1336
H -2.4194 -0.3355 -0.0591
H -1.1441 -2.1651 -0.2192
H 0.7279 -2.0177 -0.0346
H 1.9632 0.0624 1.2625
H 2.8796 0.9103 -0.0888
*
```

=====

Question: which arrangement is favored energetically? Ranking from most to least stable: run a, run b.

=====

Run a
# C4H7NO

2 unconnected molecules or ions with the total composition C4H7NO (ωB97M-V/def2-TZVPD, the OMol25 dataset).

The calculation puts the LUMO energy at 0.3 eV. For the gap between HOMO and LUMO, the calculation gives 0.3084 Eh. The calculation puts the HOMO energy at -8.057 eV.

```
! wB97M-V def2-TZVPD RIJCOSX def2/J DEFGRID3
* xyz 0 1
O 0.0309 2.9691 -0.9663
C -0.3503 1.8790 -0.5785
C 0.3393 1.0619 0.3850
N -0.1169 -0.1559 0.6433
C -0.0194 -1.3565 1.0888
C -1.0599 -1.1355 0.0816
H -1.2884 1.4243 -0.9749
H 1.2433 1.3862 0.8856
H 1.7737 -0.4939 -0.9152
H 0.6840 -1.9803 1.6127
H 1.7618 -1.1998 -0.6663
H -0.8948 -1.3650 -0.9763
H -2.1034 -1.0336 0.3805
*
```

=====

Run b
# C4H7NO

2 unconnected molecules or ions with the total composition C4H7NO (ωB97M-V/def2-TZVPD, the OMol25 dataset).

The calculation puts the LUMO energy at 0.5 eV. Its SMILES is c1cc[nH]c1.O. For the gap between HOMO and LUMO, the calculation gives 0.3137 Eh. The calculation puts the HOMO energy at -8.026 eV.

```
! wB97M-V def2-TZVPD RIJCOSX def2/J DEFGRID3
* xyz 0 1
C 0.8471 0.1730 1.8183
C -0.2106 0.3302 0.9592
N 0.1898 0.1956 -0.3257
C 1.5425 -0.1980 -0.3087
C 1.9140 -0.3134 0.9961
H 0.7509 -0.1438 2.8465
H -1.2433 0.5234 1.2124
H -0.3735 0.2833 -1.1514
H 2.0475 -0.4191 -1.2315
H 2.7129 -0.9302 1.3772
H -3.2618 -0.4377 -2.0331
H -2.5139 0.9454 -2.1814
O -2.4017 -0.0086 -1.9778
*
```

=====

Question: which arrangement is favored energetically? Ranking from most to least stable: run b, run a.